## A
Entry from the Open Molecules 2025 dataset: C4H7N3 in the gas phase (wB97M-V/def2-TZVPD).

Computed properties:
Kohn-Sham gap: 0.2453 Eh

Cartesian coordinates (Å):
C1 -0.413 1.654 1.263
H1 -2.334 -0.567 -0.392
C2 0.020 0.377 1.181
N1 1.466 -0.214 0.584
C3 -1.424 -0.651 -0.985
H2 2.439 0.034 0.704
H3 -0.190 -0.282 2.015
H4 -0.497 2.294 0.393
N2 1.613 -1.267 -1.576
N3 -0.331 -0.300 -0.464
H5 -0.823 2.014 2.197
C4 1.036 -0.777 -0.554
H6 0.941 -1.492 -2.306
H7 -1.503 -0.821 -2.060

natural (NBO) population analysis, charges in e, atoms 1 to 5: -0.687, 0.199, 0.089, -0.665, 0.082

---

## B
Entry from the Open Molecules 2025 dataset: C4H7N3 in the gas phase (wB97M-V/def2-TZVPD).

Computed properties:
Kohn-Sham gap: 0.2976 Eh

Cartesian coordinates (Å):
N1 2.125 -0.424 -1.266
N2 0.968 -0.527 0.806
C1 -0.291 0.241 -0.851
H1 -0.375 -0.165 2.449
H2 -0.638 0.517 -1.840
H3 2.101 0.031 -2.164
C2 -0.229 -0.126 1.380
H4 2.519 -1.350 -1.311
C3 -1.015 0.377 0.376
H5 1.767 -0.890 1.295
N3 -2.264 1.017 0.520
H6 -2.718 0.768 1.389
C4 0.942 -0.286 -0.533
H7 -2.891 0.818 -0.249

natural (NBO) population analysis, charges in e, atoms 1 to 5: -0.834, -0.521, -0.398, 0.205, 0.215

---

Best to worst by energy: B, A.

---

## A
Entry from the Open Molecules 2025 dataset: C4H7N3 in the gas phase (wB97M-V/def2-TZVPD).

Computed properties:
Kohn-Sham gap: 0.3268 Eh

Cartesian coordinates (Å):
C1 1.152 -0.636 -1.800
H1 -1.368 1.135 2.648
C2 -0.567 0.996 1.917
N1 0.083 -1.448 -1.911
C3 0.933 0.164 -0.700
H2 -0.186 1.992 1.654
H3 1.574 0.944 -0.313
N2 -1.109 0.316 0.771
H4 0.241 0.433 2.405
H5 1.955 -0.652 -2.526
N3 -0.836 -1.248 -0.943
C4 -0.341 -0.248 -0.224
H6 -2.048 -0.040 0.816
H7 -0.065 -2.202 -2.560

natural (NBO) population analysis, charges in e, atoms 1 to 5: -0.033, 0.208, -0.402, -0.342, -0.402

---

## B
Entry from the Open Molecules 2025 dataset: C4H7N3 in the gas phase (wB97M-V/def2-TZVPD).

Computed properties:
Kohn-Sham gap: 0.3751 Eh

Cartesian coordinates (Å):
C1 0.551 -0.184 -0.932
H1 -0.604 0.271 2.961
C2 -0.080 -0.561 0.228
H2 -2.054 0.495 1.944
H3 0.005 -1.432 -2.581
C3 -1.023 0.817 2.113
N1 -0.246 0.593 0.913
N2 0.256 1.625 0.230
H4 -1.007 1.888 2.313
N3 0.745 1.163 -0.879
C4 0.906 -0.996 -2.136
H5 1.593 -1.814 -1.901
H6 -0.414 -1.515 0.609
H7 1.373 -0.349 -2.883

natural (NBO) population analysis, charges in e, atoms 1 to 5: 0.073, 0.210, -0.103, 0.209, 0.220

---

Best to worst by energy: A, B.

---

## A
Entry from the Open Molecules 2025 dataset: C8H16O2S2 in the gas phase (wB97M-V/def2-TZVPD).

Computed properties:
Kohn-Sham gap: 0.3399 Eh

Cartesian coordinates (Å):
H1 0.866 0.633 2.842
H2 -0.538 3.925 -0.800
H3 1.025 4.575 -0.528
C1 -0.664 -3.226 -0.425
C2 0.449 3.626 -0.570
C3 0.880 -0.002 -0.597
H4 0.834 2.907 -1.339
H5 0.009 -1.829 -2.680
C4 -0.914 -1.752 -0.738
H6 0.277 -3.548 -0.666
O1 0.239 -1.054 -0.043
H7 -1.492 -3.832 -0.826
C5 -2.219 -1.310 0.026
S1 2.293 0.651 0.194
C6 -0.964 -1.702 -2.216
H8 -1.399 -0.797 -2.651
H9 -2.188 -0.241 0.132
H10 1.486 2.034 3.687
H11 -0.739 -3.374 0.583
H12 -2.139 -1.697 1.056
H13 -1.642 -2.486 -2.423
C7 1.761 1.339 2.856
H14 2.553 2.756 1.574
H15 -3.148 -1.616 -0.475
S2 0.273 2.817 1.045
C8 1.848 1.961 1.477
H16 2.621 0.652 3.139
O2 0.635 0.589 -1.633

natural (NBO) population analysis, charges in e, atoms 1 to 5: 0.216, 0.229, 0.213, -0.613, -0.750

---

## B
Entry from the Open Molecules 2025 dataset: 2 unconnected molecules or ions with the total composition C8H16O2S2 (wB97M-V/def2-TZVPD).

Computed properties:
Kohn-Sham gap: 0.3050 Eh

Cartesian coordinates (Å):
H1 3.117 -1.061 -0.031
H2 -0.012 -0.249 1.682
H3 2.503 0.308 -2.242
H4 -4.163 0.144 0.935
H5 1.768 -2.320 0.100
C1 -3.311 0.061 0.362
H6 -2.015 -1.202 1.604
H7 1.786 -1.246 -2.297
C2 2.299 1.073 -0.031
S1 -1.029 1.490 -0.758
S2 -1.080 -1.397 -0.634
C3 -2.526 -1.221 0.649
H8 -2.112 1.323 1.543
H9 -3.229 -1.990 0.605
H10 1.823 -1.158 1.216
C4 1.441 -0.058 -0.502
H11 -3.648 -0.047 -0.668
C5 -0.144 0.017 -0.160
C6 2.054 -1.275 0.185
O1 -1.655 -0.968 -1.889
H12 2.045 2.108 -0.394
H13 -3.027 2.199 0.401
H14 2.262 1.177 1.133
C7 1.568 -0.205 -2.033
H15 0.762 0.346 -2.570
H16 3.369 0.867 -0.339
C8 -2.502 1.318 0.486
O2 -0.326 2.688 -0.327

natural (NBO) population analysis, charges in e, atoms 1 to 5: 0.218, 0.093, 0.216, 0.224, 0.228

---

Best to worst by energy: A, B.

---

## A
Entry from the Open Molecules 2025 dataset: C4H10S2 in the gas phase (wB97M-V/def2-TZVPD).

Computed properties:
Kohn-Sham gap: 0.3443 Eh

Cartesian coordinates (Å):
H1 -1.700 -0.288 -2.249
C1 -0.177 1.527 2.159
C2 -1.120 -0.774 -1.471
S1 -0.592 -0.233 1.979
H2 2.243 -0.679 -0.696
H3 0.397 1.915 1.318
C3 1.201 -0.834 -0.437
H4 -1.754 -0.654 -0.594
H5 -1.040 2.193 2.201
H6 0.013 0.965 -0.761
H7 0.631 0.149 -2.193
H8 1.029 -1.834 -0.857
H9 0.403 1.539 3.080
H10 -0.853 -1.808 -1.633
C4 0.192 -0.009 -1.209
S2 1.130 -1.175 1.364

natural (NBO) population analysis, charges in e, atoms 1 to 5: 0.210, -0.760, -0.611, 0.074, 0.223

---

## B
Entry from the Open Molecules 2025 dataset: C4H10S2 in the gas phase (wB97M-V/def2-TZVPD).

Computed properties:
Kohn-Sham gap: 0.3640 Eh

Cartesian coordinates (Å):
C1 0.709 0.660 -0.208
C2 -1.726 1.330 -0.642
H1 1.815 1.424 1.403
H2 -2.677 1.041 -1.124
H3 1.537 -1.382 0.652
H4 0.498 2.505 0.823
H5 0.983 1.330 -0.988
H6 -0.567 -0.264 -1.618
C3 -0.680 0.169 -0.588
C4 0.753 1.463 1.101
H7 -2.037 1.537 0.415
S1 -1.443 -1.192 0.469
S2 1.961 -0.628 -0.338
H8 -1.213 2.214 -1.085
H9 -1.149 -2.115 -0.462
H10 0.200 1.094 1.928

natural (NBO) population analysis, charges in e, atoms 1 to 5: -0.352, -0.629, 0.228, 0.231, 0.124

---

## C
Entry from the Open Molecules 2025 dataset: 2 unconnected molecules or ions with the total composition C4H10S2 (wB97M-V/def2-TZVPD).

Computed properties:
Kohn-Sham gap: 0.3218 Eh

Cartesian coordinates (Å):
H1 -0.499 -1.133 0.747
S1 0.659 2.590 -0.928
H2 -0.809 3.666 0.640
C1 0.385 -3.663 1.352
H3 -1.710 -2.107 -0.057
H4 3.079 3.463 -0.786
C2 0.058 -3.142 0.180
C3 -0.848 3.489 -0.430
H5 0.578 -2.988 2.188
H6 -1.674 2.914 -0.838
H7 0.016 -3.855 -0.647
S2 1.990 4.209 -0.991
C4 -0.651 -1.843 -0.071
H8 0.590 -4.710 1.526
H9 -0.821 4.479 -0.889
H10 -0.343 -1.369 -0.997

natural (NBO) population analysis, charges in e, atoms 1 to 5: 0.210, 0.069, 0.223, -0.406, 0.224

---

## D
Entry from the Open Molecules 2025 dataset: C4H10S2 in the gas phase (wB97M-V/def2-TZVPD).

Computed properties:
Kohn-Sham gap: 0.3078 Eh

Cartesian coordinates (Å):
H1 -3.222 -2.113 0.533
H2 1.423 2.956 -0.833
H3 2.754 0.150 -0.891
C1 -2.678 -1.191 0.733
H4 -3.128 -0.597 1.517
C2 2.176 0.905 -0.354
C3 1.618 1.978 -1.268
H5 2.129 2.094 -2.221
H6 2.972 1.380 0.234
S1 1.323 0.033 0.961
H7 -0.955 -1.313 1.992
H8 0.600 1.656 -1.573
S2 -0.047 -1.035 -0.276
C4 -1.206 -1.615 0.980
H9 -1.033 -2.654 0.679
H10 -2.726 -0.634 -0.214

natural (NBO) population analysis, charges in e, atoms 1 to 5: 0.212, 0.215, 0.218, -0.626, 0.216

---

Best to worst by energy: B, A, D, C.

---

## A
Entry from the Open Molecules 2025 dataset: C4H10S2 in the gas phase (wB97M-V/def2-TZVPD).

Computed properties:
Kohn-Sham gap: 0.3509 Eh

Cartesian coordinates (Å):
C1 0.607 -0.446 -0.457
H1 -1.340 -0.816 -1.197
S1 0.310 1.136 0.533
C2 -0.380 -0.320 -1.616
H2 -0.243 1.998 4.379
H3 0.408 -1.376 0.200
C3 -0.222 1.029 3.729
S2 -0.950 1.246 2.063
H4 -0.589 -1.008 -3.755
H5 -0.836 0.725 -1.861
H6 0.637 -1.784 -2.807
C4 0.080 -0.848 -2.973
H7 0.874 0.769 3.704
H8 -0.645 0.167 4.300
H9 0.665 -0.047 -3.364
H10 1.624 -0.423 -0.877

natural (NBO) population analysis, charges in e, atoms 1 to 5: -0.521, 0.202, 0.055, -0.429, 0.233

---

## B
Entry from the Open Molecules 2025 dataset: C4H10S2 in the gas phase (wB97M-V/def2-TZVPD).

Computed properties:
Kohn-Sham gap: 0.3547 Eh

Cartesian coordinates (Å):
H1 -1.459 0.064 -1.784
C1 -0.447 -0.462 1.427
H2 1.402 -1.319 -0.371
H3 0.418 -0.378 2.119
S1 -0.346 2.005 0.144
H4 -2.326 -0.191 -0.303
H5 -1.264 -0.075 1.988
C2 -1.407 -0.463 -0.770
C3 -0.184 0.137 0.048
H6 2.116 1.587 0.041
H7 1.287 -0.131 -1.642
S2 2.534 0.377 0.130
H8 0.540 2.308 -0.809
C4 1.132 -0.328 -0.605
H9 -0.669 -1.568 1.266
H10 -1.327 -1.563 -0.878

natural (NBO) population analysis, charges in e, atoms 1 to 5: 0.211, -0.640, 0.234, 0.227, -0.036

---

Best to worst by energy: B, A.

---

## A
Entry from the Open Molecules 2025 dataset: C6H13NO in the gas phase (wB97M-V/def2-TZVPD).

Computed properties:
Kohn-Sham gap: 0.3806 Eh

Cartesian coordinates (Å):
C1 -0.645 0.674 -2.628
N1 0.254 -0.399 0.838
H1 -0.998 1.656 -2.342
H2 0.034 0.711 2.580
H3 1.041 -1.954 2.699
H4 -0.352 -1.286 -1.655
H5 -2.138 -0.577 0.162
H6 1.026 -0.875 4.004
O1 0.923 1.289 -0.490
H7 0.397 0.893 -2.885
C2 0.234 0.300 -0.326
H8 -0.150 -1.320 0.848
H9 -1.072 0.195 -3.506
C3 -0.670 -0.269 -1.441
C4 1.380 -0.953 2.979
H10 2.463 -0.974 2.939
H11 -2.561 -1.302 -1.318
C5 -2.118 -0.391 -0.909
C6 0.803 0.133 2.063
H12 1.613 0.837 1.859
H13 -2.759 0.450 -1.128

natural (NBO) population analysis, charges in e, atoms 1 to 5: -0.611, -0.626, 0.223, 0.183, 0.200

---

## B
Entry from the Open Molecules 2025 dataset: C6H13NO in the gas phase (wB97M-V/def2-TZVPD).

Computed properties:
Kohn-Sham gap: 0.3623 Eh

Cartesian coordinates (Å):
C1 -0.589 0.458 0.041
C2 -1.308 -0.140 -1.168
N1 0.145 1.618 -0.391
H1 -0.625 -2.283 0.399
H2 -1.920 -0.990 -0.874
H3 2.891 0.454 0.244
H4 -2.320 1.552 0.702
C3 0.407 -0.669 0.698
H5 -1.083 1.347 1.947
H6 -1.957 0.618 -1.600
C4 -1.593 0.857 1.119
H7 -0.596 -0.453 -1.929
H8 -2.107 -0.022 1.502
C5 1.477 -1.022 -0.271
H9 0.836 -0.204 1.592
C6 2.586 -0.310 -0.456
H10 0.926 1.333 -1.006
H11 1.244 -1.841 -0.943
O1 -0.306 -1.790 1.164
H12 3.336 -0.610 -1.168
H13 0.557 2.096 0.403

natural (NBO) population analysis, charges in e, atoms 1 to 5: 0.119, -0.631, -0.840, 0.462, 0.202

---

## C
Entry from the Open Molecules 2025 dataset: C6H13NO in the gas phase (wB97M-V/def2-TZVPD).

Computed properties:
Kohn-Sham gap: 0.3446 Eh

Cartesian coordinates (Å):
C1 1.171 -0.580 0.112
H1 0.986 1.343 -1.721
H2 -1.380 -1.755 1.060
H3 -1.277 -0.434 2.235
N1 -1.752 -0.127 -1.110
C2 -1.687 -0.726 1.265
H4 -1.283 0.353 -1.871
H5 0.042 2.500 -0.776
C3 0.525 0.681 0.302
H6 3.003 0.605 0.649
H7 1.771 2.264 -0.434
C4 -1.241 0.234 0.178
H8 0.589 1.048 1.328
H9 -2.779 -0.717 1.358
C5 0.846 1.758 -0.720
C6 1.087 -1.749 -0.488
H10 -1.728 -1.127 -1.281
H11 1.946 -2.410 -0.495
H12 0.165 -2.142 -0.899
O1 2.616 -0.249 0.898
H13 -1.621 1.232 0.410

natural (NBO) population analysis, charges in e, atoms 1 to 5: 0.368, 0.213, 0.205, 0.221, -0.836

---

Best to worst by energy: A, B, C.